1.
Density functional theory data (wB97M-V/def2-TZVPD) for a cluster of 2 separate species, C2H9OPSi in total at a distorted geometry.

Geometry (Å):
C 1.050 -1.858 0.407
C -1.869 0.126 0.309
O -0.284 0.388 -1.950
Si -0.109 0.431 -0.332
P 0.764 2.412 0.251
H 1.855 -2.023 -0.289
H 1.389 -1.710 1.418
H 0.246 -2.564 0.317
H -2.281 -0.752 -0.176
H -1.885 -0.042 1.379
H -2.520 0.969 0.087
H 0.443 0.451 -2.565
H 1.994 2.171 -0.353
H 1.208 2.003 1.497

Results
- max |F| (eV Å⁻¹) = 3.44
- relative energy (zero: lowest compared OMol25 entry of this formula, charge and spin) (kJ/mol) = 146.8
- net charge = 0


2.
Density functional theory data (wB97M-V/def2-TZVPD) for an isolated molecule of C7H7N3O4S at a distorted geometry.

Geometry (Å):
N -2.667 2.139 -1.082
C -2.283 1.011 -0.561
N -1.177 0.418 -0.840
S -0.934 -1.158 -0.341
O -1.721 -1.532 0.789
O -1.202 -1.993 -1.483
C 0.882 -0.976 -0.005
C 1.158 -0.416 1.294
C 2.491 -0.117 1.574
C 3.485 -0.236 0.571
C 3.150 -0.637 -0.697
C 1.898 -1.005 -0.958
N -3.272 0.533 0.466
O -4.164 -0.130 0.011
O -3.110 0.888 1.594
H -2.307 2.617 -1.868
H -3.448 2.775 -0.569
H 0.316 -0.588 2.024
H 2.743 0.336 2.482
H 4.481 0.284 0.844
H 3.942 -0.688 -1.384
H 1.739 -1.527 -1.857

Results
- structure (SMILES) = N/C(=N/S(=O)(=O)c1ccccc1)[N+](=O)[O-]
- max |F| (eV Å⁻¹) = 6.17
- relative energy (zero: lowest compared OMol25 entry of this formula, charge and spin) (kJ/mol) = 48.5
- net charge = 0